Entry 1:
DFT (ωB97M-V with the def2-TZVPD basis set) results for a molecular structure, C6H12BF10FeN3O4S2.

Atoms and positions in Å:
Fe1 -0.09 -0.93 -0.63
N1 2.01 -1.14 -0.78
C1 2.91 -0.07 -1.29
C2 2.84 1.20 -0.47
C3 1.44 1.83 -0.36
C4 0.70 1.93 -1.69
N2 0.02 0.65 -2.07
H1 2.32 -1.43 0.15
H2 2.12 -1.98 -1.36
H3 2.64 0.12 -2.33
H4 3.94 -0.45 -1.30
H5 3.51 1.92 -0.93
H6 3.23 1.02 0.54
H7 1.55 2.83 0.06
H8 0.82 1.29 0.36
H9 1.38 2.21 -2.49
H10 -0.06 2.71 -1.63
H11 0.38 0.27 -2.94
H12 -0.97 0.84 -2.23
F1 -2.49 2.34 1.08
C5 -3.53 1.55 0.86
F2 -4.14 1.91 -0.25
F3 -4.36 1.60 1.88
S1 -2.92 -0.18 0.64
O1 -1.88 0.00 -0.42
O2 -4.02 -1.01 0.31
N3 -2.26 -0.43 2.03
S2 -0.91 -1.05 2.41
O3 -0.92 -2.33 3.02
O4 0.11 -0.91 1.29
C6 -0.25 0.19 3.61
F4 0.93 -0.22 4.04
F5 -0.12 1.36 2.98
F6 -1.09 0.31 4.62
F7 -1.53 -2.70 -0.47
B1 -0.60 -3.34 -1.33
F8 -0.28 -2.09 -2.23
F9 -1.02 -4.35 -2.05
F10 0.59 -3.45 -0.61

Computed properties:
⟨S²⟩: 8.7558
total charge: +1
energy relative to the best compared isomer or geometry (same formula, charge and spin): 0.126 eV
multiplicity: 6
E_LUMO (spin up / spin down): -2.894 / -6.528 eV

natural (NBO) population analysis, charges in e, atoms 1 to 8:
1. Fe 1.95
2. N -0.88
3. C -0.22
4. C -0.42
5. C -0.42
6. C -0.23
7. N -0.86
8. H 0.41

Entry 2:
DFT (ωB97M-V with the def2-TZVPD basis set) results for a molecular structure, C2H12NOPSb at a distorted geometry.

Atoms and positions in Å:
C1 2.56 -0.20 -0.05
C2 1.39 -0.04 0.96
Sb1 -0.23 1.16 0.00
P1 -1.66 -0.96 0.08
N1 -3.30 -0.54 -0.42
O1 -0.99 -2.03 -1.10
H1 3.52 -0.31 0.48
H2 2.61 0.63 -0.77
H3 2.42 -1.13 -0.63
H4 1.03 -1.06 1.17
H5 1.70 0.46 1.89
H6 0.47 0.71 -1.57
H7 -1.50 2.02 -0.91
H8 -0.96 1.58 1.54
H9 0.76 2.64 0.09
H10 -3.85 -0.66 0.42
H11 -3.33 0.46 -0.61
H12 -0.65 -2.75 -0.58

Computed properties:
total charge: -1
multiplicity: 1
E_LUMO: 4.007 eV

natural (NBO) population analysis, charges in e, atoms 1 to 8:
1. C -0.63
2. C -0.79
3. Sb 0.86
4. P 0.60
5. N -1.15
6. O -1.00
7. H 0.18
8. H 0.20

Entry 3:
DFT (ωB97M-V with the def2-TZVPD basis set) results for a single C5H11NO molecule at a distorted geometry.

Atoms and positions in Å:
C1 1.60 -1.24 2.20
C2 1.04 0.05 1.60
N1 0.43 -0.10 0.26
C3 -0.97 -0.11 0.14
O1 -1.73 -0.22 1.07
C4 1.29 -0.05 -0.94
C5 1.14 1.29 -1.61
H1 1.93 -1.07 3.27
H2 2.47 -1.59 1.58
H3 0.85 -2.03 2.17
H4 0.38 0.48 2.38
H5 1.78 0.85 1.55
H6 -1.38 -0.03 -0.86
H7 2.38 -0.25 -0.70
H8 1.05 -0.82 -1.66
H9 0.12 1.48 -2.02
H10 1.84 1.35 -2.46
H11 1.33 2.10 -0.91

Computed properties:
total charge: 0
energy relative to the best compared isomer or geometry (same formula, charge and spin): 0.935 eV
structure (SMILES): CCN(C=O)CC
multiplicity: 1
E_LUMO: 0.925 eV

natural (NBO) population analysis, charges in e, atoms 1 to 8:
1. C -0.62
2. C -0.22
3. N -0.47
4. C 0.54
5. O -0.60
6. C -0.21
7. C -0.62
8. H 0.22

Entry 4:
DFT (ωB97M-V with the def2-TZVPD basis set) results for a gas-phase ion, C13H19N2 (charge +1) at a distorted geometry.

Atoms and positions in Å:
C1 -0.43 -0.43 2.12
N1 -1.25 -0.95 1.29
C2 -1.20 -2.34 0.89
C3 -2.10 -0.17 0.35
C4 -3.48 -0.34 0.43
C5 -4.19 0.40 -0.51
C6 -3.53 1.27 -1.44
C7 -2.19 1.42 -1.43
C8 -1.44 0.63 -0.56
C9 0.04 0.72 -0.72
N2 0.93 0.30 0.04
C10 2.32 0.30 -0.19
C11 2.77 -1.11 0.17
C12 2.89 0.63 -1.67
C13 2.88 1.36 0.78
H1 -0.52 0.60 2.41
H2 0.34 -1.08 2.65
H3 -2.19 -2.74 0.91
H4 -1.14 -2.56 -0.26
H5 -0.53 -2.87 1.48
H6 -3.91 -0.98 1.18
H7 -5.22 0.59 -0.48
H8 -4.39 1.75 -1.97
H9 -1.62 2.09 -2.12
H10 0.37 1.19 -1.66
H11 2.41 -1.26 1.24
H12 2.32 -1.85 -0.44
H13 3.83 -1.42 0.20
H14 3.77 1.18 -1.52
H15 2.01 1.20 -2.11
H16 3.19 -0.26 -2.31
H17 2.51 1.21 1.81
H18 4.06 1.15 0.95
H19 2.69 2.39 0.50

Computed properties:
total charge: +1
energy relative to the best compared isomer or geometry (same formula, charge and spin): 2.920 eV
structure (SMILES): C=[N+](C)c1ccccc1/C=N/C(C)(C)C
multiplicity: 1
E_LUMO: -3.948 eV

natural (NBO) population analysis, charges in e, atoms 1 to 8:
1. C 0.16
2. N -0.28
3. C -0.43
4. C 0.13
5. C -0.22
6. C -0.15
7. C -0.19
8. C -0.15

Entry 5:
DFT (ωB97M-V with the def2-TZVPD basis set) results for a molecular structure, C35H43ClEuP2Si2 at a distorted geometry.

Atoms and positions in Å:
C1 3.06 1.51 2.65
C2 2.99 0.48 1.68
C3 3.77 0.88 0.55
H1 2.47 -0.48 1.80
C4 4.32 2.17 0.83
C5 3.88 2.56 2.13
H2 4.15 3.49 2.64
H3 2.65 1.48 3.66
H4 3.94 0.28 -0.34
H5 4.96 2.74 0.15
Eu1 1.65 2.65 0.46
Si1 -1.73 -0.64 0.45
C6 -1.42 -2.46 0.33
C7 -2.42 -3.27 -0.23
H6 -3.37 -2.81 -0.54
C8 -2.22 -4.65 -0.36
H7 -3.01 -5.27 -0.80
C9 -1.01 -5.23 0.05
H8 -0.87 -6.31 -0.06
C10 -0.01 -4.43 0.59
H9 0.93 -4.87 0.92
C11 -0.19 -3.05 0.71
H10 0.62 -2.43 1.09
C12 -0.51 0.22 -0.74
C13 0.86 -0.08 -0.83
H11 1.28 -0.97 -0.35
C14 1.71 0.69 -1.72
H12 2.73 0.36 -1.93
C15 1.36 2.09 -2.01
H13 2.12 2.84 -2.29
C16 -0.03 2.37 -1.94
H14 -0.44 3.36 -2.16
C17 -0.89 1.21 -1.77
H15 -1.94 1.30 -2.07
H16 -1.30 -0.13 2.06
Si2 0.40 0.54 -3.04
C18 0.62 1.14 -4.80
C19 1.12 0.27 -5.78
H17 1.43 -0.75 -5.51
C20 1.23 0.70 -7.10
H18 1.63 0.02 -7.86
C21 0.85 2.00 -7.46
H19 0.96 2.35 -8.49
C22 0.36 2.88 -6.48
H20 0.12 3.92 -6.73
C23 0.25 2.44 -5.15
H21 -0.12 3.15 -4.40
C24 -0.24 -1.24 -3.45
C25 0.53 -2.39 -3.31
H22 1.58 -2.34 -3.02
C26 -0.06 -3.64 -3.51
H23 0.54 -4.55 -3.42
C27 -1.42 -3.75 -3.83
H24 -1.88 -4.73 -3.96
C28 -2.19 -2.59 -3.95
H25 -3.25 -2.67 -4.18
C29 -1.59 -1.34 -3.77
H26 -2.22 -0.45 -3.86
H27 -3.10 -0.22 0.45
Cl1 -1.02 2.41 1.01
C30 -2.82 -1.72 3.86
P1 -1.34 -0.71 3.62
C31 0.07 -1.76 4.02
C32 -1.37 0.75 4.71
C33 -0.04 1.31 5.26
P2 0.27 3.16 5.33
C34 -1.34 3.82 5.94
C35 0.09 3.56 3.56
H28 -2.80 -2.64 3.25
H29 -3.72 -1.16 3.57
H30 -2.90 -2.01 4.92
H31 1.01 -1.26 3.77
H32 0.08 -2.01 5.09
H33 0.04 -2.70 3.45
H34 -1.94 1.52 4.16
H35 -1.98 0.44 5.58
H36 0.04 1.04 6.33
H37 0.84 0.88 4.76
H38 -1.13 4.32 6.90
H39 -1.75 4.55 5.23
H40 -2.05 3.00 6.11
H41 -0.70 4.30 3.38
H42 1.04 3.91 3.12
H43 -0.24 2.63 3.07

Computed properties:
⟨S²⟩: 12.0178
total charge: +1
energy relative to the best compared isomer or geometry (same formula, charge and spin): 0.000 eV
multiplicity: 7
E_LUMO (spin up / spin down): -2.551 / -3.753 eV

Mulliken population analysis, charges in e, atoms 1 to 8:
1. C -0.35
2. C -0.01
3. C -0.87
4. H 0.29
5. C -0.74
6. C -1.00
7. H 0.44
8. H 0.53

Entry 6:
DFT (ωB97M-V with the def2-TZVPD basis set) results for 14 unconnected molecules or ions with the total composition C54H130N6O14 at a distorted geometry.

Atoms and positions in Å:
O1 -7.54 -0.12 -0.70
H1 -7.92 -0.90 -0.26
H2 -6.88 -0.56 -1.25
O2 -4.37 -1.81 -1.59
H3 -5.05 -1.41 -2.18
H4 -3.55 -1.27 -1.67
O3 3.44 -2.44 -0.46
H5 4.08 -1.70 -0.53
H6 3.85 -3.29 -0.59
O4 -6.76 1.97 -3.03
H7 -7.69 1.94 -2.87
H8 -6.42 1.93 -2.09
O5 -6.04 -0.67 -3.33
H9 -5.53 -0.92 -4.13
H10 -6.33 0.26 -3.25
O6 -5.33 1.83 -0.49
H11 -4.44 1.50 -0.65
H12 -5.72 1.20 0.15
O7 -0.42 2.06 -7.08
H13 -1.06 2.78 -7.11
H14 -0.57 1.49 -6.35
O8 -3.61 -4.59 -3.04
H15 -3.87 -3.73 -2.67
H16 -3.35 -4.51 -3.94
C1 -3.55 5.92 -6.41
C2 -3.85 4.60 -5.67
C3 -5.22 4.60 -4.91
C4 -6.44 4.35 -5.83
C5 -6.21 2.98 -6.48
C6 -4.98 3.01 -7.42
N1 -3.82 3.41 -6.60
O9 -2.62 3.47 -7.34
C7 -4.75 1.54 -7.81
C8 -5.29 3.88 -8.62
C9 -2.67 4.30 -4.60
H17 -2.47 5.96 -6.68
H18 -3.76 6.71 -5.73
H19 -4.14 6.16 -7.26
H20 -5.27 3.74 -4.22
H21 -5.39 5.45 -4.14
H22 -6.74 5.11 -6.57
H23 -7.30 4.20 -5.18
H24 -7.07 2.54 -6.99
H25 -6.07 2.28 -5.66
H26 -4.85 0.96 -6.86
H27 -5.47 1.15 -8.54
H28 -3.80 1.39 -8.28
H29 -4.43 3.65 -9.26
H30 -6.17 3.61 -9.13
H31 -5.29 4.94 -8.44
H32 -2.95 3.33 -4.25
H33 -2.74 5.00 -3.80
H34 -1.68 4.29 -5.02
H35 -2.65 4.18 -7.96
C10 6.68 -0.89 5.71
C11 5.74 -0.31 4.61
C12 4.33 -0.20 5.09
C13 4.16 0.92 6.04
C14 4.45 2.23 5.27
C15 5.87 2.32 4.69
N2 6.17 1.01 4.04
O10 7.59 0.89 3.75
C16 5.97 3.36 3.63
C17 6.94 2.69 5.85
C18 5.85 -1.23 3.32
H36 7.68 -1.06 5.21
H37 6.23 -1.82 6.10
H38 6.79 -0.25 6.63
H39 3.66 0.02 4.30
H40 4.00 -1.19 5.44
H41 4.82 0.85 6.88
H42 3.19 1.02 6.49
H43 4.20 3.16 5.84
H44 3.79 2.20 4.41
H45 6.98 3.56 3.29
H46 5.24 3.17 2.82
H47 5.73 4.29 4.13
H48 6.55 3.40 6.57
H49 7.18 1.76 6.38
H50 7.91 3.09 5.40
H51 5.28 -2.15 3.46
H52 6.94 -1.48 3.13
H53 5.43 -0.79 2.44
H54 7.61 1.12 2.83
C19 -1.72 2.71 3.05
C20 -1.17 3.97 2.26
C21 -0.72 5.03 3.34
C22 0.41 4.54 4.25
C23 1.65 4.21 3.45
C24 1.30 3.29 2.25
N3 0.10 3.76 1.53
O11 -0.09 2.96 0.39
C25 2.41 3.57 1.23
C26 1.29 1.81 2.53
C27 -2.14 4.55 1.22
H55 -1.62 1.85 2.39
H56 -2.72 2.94 3.42
H57 -1.18 2.62 3.96
H58 -0.39 5.95 2.83
H59 -1.59 5.31 3.91
H60 0.14 3.66 4.77
H61 0.61 5.32 4.97
H62 2.31 3.66 4.13
H63 2.22 5.07 3.18
H64 2.35 3.02 0.29
H65 2.50 4.63 1.14
H66 3.38 3.29 1.64
H67 0.68 1.40 3.38
H68 0.86 1.29 1.65
H69 2.32 1.51 2.59
H70 -2.56 3.76 0.60
H71 -1.70 5.31 0.62
H72 -2.97 4.92 1.81
H73 0.06 3.52 -0.39
C28 -1.32 -0.72 4.07
C29 -0.86 -1.28 5.46
C30 -2.13 -1.85 6.15
C31 -2.45 -3.23 5.58
C32 -1.33 -4.25 5.66
C33 -0.10 -3.77 4.90
N4 0.16 -2.35 5.44
O12 1.28 -1.86 4.73
C34 1.15 -4.50 5.31
C35 -0.28 -3.74 3.37
C36 -0.36 -0.14 6.31
H74 -1.95 -1.38 3.53
H75 -0.41 -0.48 3.53
H76 -1.83 0.21 4.18
H77 -1.93 -1.87 7.23
H78 -2.94 -1.21 5.82
H79 -2.69 -3.11 4.51
H80 -3.34 -3.57 6.08
H81 -1.61 -5.22 5.24
H82 -1.02 -4.22 6.76
H83 1.36 -4.21 6.36
H84 0.91 -5.61 5.33
H85 2.06 -4.37 4.66
H86 -0.06 -4.75 2.95
H87 -1.26 -3.41 3.06
H88 0.47 -3.03 3.07
H89 -1.11 0.59 6.46
H90 0.60 0.32 5.91
H91 -0.22 -0.45 7.33
H92 1.90 -1.66 5.44
C37 3.02 -5.59 0.78
C38 3.02 -5.69 -0.75
C39 1.89 -4.88 -1.39
C40 2.03 -4.79 -2.91
C41 3.36 -4.12 -3.20
C42 4.58 -4.83 -2.62
N5 4.34 -5.09 -1.15
O13 5.34 -5.98 -0.62
C43 4.89 -6.06 -3.47
C44 5.76 -3.98 -2.69
C45 2.94 -7.20 -1.27
H93 3.78 -6.23 1.20
H94 2.10 -6.01 1.26
H95 3.19 -4.64 1.22
H96 0.99 -5.31 -1.05
H97 1.99 -3.80 -1.07
H98 1.13 -4.23 -3.17
H99 1.86 -5.77 -3.33
H100 3.28 -3.15 -2.68
H101 3.56 -3.87 -4.23
H102 3.95 -6.53 -3.80
H103 5.35 -5.67 -4.39
H104 5.45 -6.76 -2.96
H105 6.77 -4.51 -2.56
H106 5.81 -3.45 -3.60
H107 5.63 -3.19 -1.97
H108 2.13 -7.71 -0.87
H109 3.79 -7.84 -1.06
H110 2.86 -7.14 -2.32
H111 5.75 -5.48 0.11
C46 -0.71 1.41 -3.11
C47 -1.89 0.42 -2.91
C48 -1.70 -0.80 -3.77
C49 -0.64 -1.79 -3.30
C50 -0.93 -2.22 -1.84
C51 -1.09 -0.95 -0.95
N6 -2.08 -0.09 -1.54
O14 -2.38 1.08 -0.68
C52 -1.72 -1.42 0.42
C53 0.32 -0.43 -0.65
C54 -3.22 1.06 -3.42
H112 -0.83 2.25 -2.48
H113 -0.82 1.83 -4.09
H114 0.31 1.00 -2.92
H115 -2.67 -1.35 -3.80
H116 -1.66 -0.34 -4.79
H117 0.35 -1.32 -3.48
H118 -0.68 -2.68 -4.01
H119 -0.12 -2.81 -1.47
H120 -1.84 -2.80 -1.71
H121 -1.05 -2.29 0.78
H122 -1.60 -0.54 1.07
H123 -2.77 -1.69 0.25
H124 0.76 -1.14 0.06
H125 0.98 -0.37 -1.51
H126 0.25 0.51 -0.12
H127 -3.47 1.98 -2.90
H128 -4.04 0.34 -3.22
H129 -3.07 1.28 -4.49
H130 -1.51 1.62 -0.66

Computed properties:
total charge: 0
energy relative to the best compared isomer or geometry (same formula, charge and spin): 0.000 eV
multiplicity: 1
E_LUMO: 0.355 eV

Mulliken population analysis, charges in e, atoms 1 to 8:
1. O -0.60
2. H 0.29
3. H 0.37
4. O -0.89
5. H 0.25
6. H -0.22
7. O -0.55
8. H 0.21

Entry 7:
DFT (ωB97M-V with the def2-TZVPD basis set) results for a molecular structure, C16H17F6IN2NiO at a distorted geometry.

Atoms and positions in Å:
C1 -2.42 -0.63 1.65
C2 -2.09 1.18 1.69
H1 -2.55 -1.19 0.70
H2 -3.38 -0.65 2.17
H3 -1.59 -1.05 2.23
H4 -2.12 1.80 0.77
H5 -2.95 1.49 2.29
H6 -1.13 1.27 2.21
C3 -1.50 -2.46 -1.07
C4 -1.00 -3.32 -2.04
C5 -0.33 -2.79 -3.15
C6 -0.13 -1.42 -3.21
H7 -2.04 -2.83 -0.20
H8 -1.16 -4.39 -1.92
H9 0.03 -3.44 -3.95
H10 0.40 -0.95 -4.04
N1 -1.33 -1.12 -1.15
C7 -0.60 -0.59 -2.18
C8 -0.31 0.84 -2.08
N2 -0.85 1.47 -1.00
C9 -0.51 2.75 -0.73
C10 0.86 2.86 -2.71
C11 0.35 3.47 -1.56
H11 -0.92 3.19 0.17
H12 0.60 4.49 -1.28
C12 0.53 1.53 -2.97
H13 0.91 1.00 -3.83
H14 1.50 3.41 -3.39
Ni1 -2.07 0.28 0.12
I1 -4.28 0.64 -0.92
C13 2.96 -0.94 1.07
C14 1.71 -0.37 1.77
O1 0.63 -0.39 1.05
C15 1.57 -1.24 3.13
F1 2.73 -1.29 3.85
F2 0.60 -0.79 3.96
F3 1.25 -2.53 2.80
C16 2.12 1.13 2.19
F4 3.32 1.20 2.83
F5 2.23 1.89 1.06
F6 1.20 1.74 2.99
H15 2.76 -1.98 0.81
H16 3.85 -0.88 1.71
H17 3.11 -0.39 0.14

Computed properties:
⟨S²⟩: 2.0103
total charge: 0
energy relative to the best compared isomer or geometry (same formula, charge and spin): 4.368 eV
multiplicity: 3
E_LUMO (spin up / spin down): -1.226 / -1.522 eV

natural (NBO) population analysis, charges in e, atoms 1 to 8:
1. C -0.71
2. C -0.73
3. H 0.23
4. H 0.25
5. H 0.29
6. H 0.24
7. H 0.25
8. H 0.29

Entry 8:
DFT (ωB97M-V with the def2-TZVPD basis set) results for a molecular structure, C15H15N3OsP at a distorted geometry.

Atoms and positions in Å:
C1 -1.78 -0.07 -0.83
C2 -1.12 -1.05 -1.72
C3 -0.12 -0.42 -2.52
C4 0.06 0.91 -2.05
C5 -0.93 1.24 -1.00
Os1 -0.17 -0.01 0.41
P1 -0.67 -0.91 2.30
H1 -2.83 -0.11 -0.51
H2 -1.50 -2.06 -1.88
H3 0.47 -0.92 -3.32
H4 -1.23 2.24 -0.67
H5 0.74 1.65 -2.50
H6 0.20 -2.00 2.77
H7 -1.96 -1.57 2.12
H8 -0.92 0.10 3.32
N1 8.16 0.47 6.94
C6 7.39 0.47 6.07
C7 6.43 0.52 4.99
C8 5.51 -0.53 4.80
C9 4.60 -0.46 3.74
C10 4.64 0.62 2.85
C11 5.53 1.67 3.05
C12 6.42 1.63 4.14
N2 3.77 0.61 1.75
C13 3.86 1.38 0.59
C14 2.75 1.14 -0.15
N3 1.94 0.27 0.59
C15 2.62 -0.12 1.65
H9 5.49 -1.39 5.49
H10 3.87 -1.27 3.59
H11 5.53 2.54 2.38
H12 7.10 2.47 4.34
H13 4.71 2.00 0.37
H14 2.43 1.50 -1.11
H15 2.30 -0.83 2.41

Computed properties:
⟨S²⟩: 6.0238
total charge: +1
energy relative to the best compared isomer or geometry (same formula, charge and spin): 0.000 eV
multiplicity: 5
E_LUMO (spin up / spin down): -3.229 / -5.206 eV

Mulliken population analysis, charges in e, atoms 1 to 8:
1. C -0.23
2. C -0.64
3. C -0.32
4. C -0.80
5. C -0.71
6. Os 0.73
7. P -0.23
8. H 0.56

Entry 9:
DFT (ωB97M-V with the def2-TZVPD basis set) results for a single C2H5N5O molecule at a distorted geometry.

Atoms and positions in Å:
N1 -2.82 -0.12 0.19
C1 -1.40 -0.14 -0.02
N2 -0.54 -1.18 -0.17
C2 0.66 -0.39 -0.14
N3 1.76 -1.01 0.11
O1 2.64 0.30 0.15
N4 0.43 0.96 0.06
N5 -0.78 1.10 -0.17
H1 -3.16 -1.13 0.50
H2 -3.35 0.29 -0.71
H3 3.68 0.15 -0.45
H4 0.96 1.58 -0.42
H5 -1.18 1.55 0.76

Computed properties:
total charge: 0
energy relative to the best compared isomer or geometry (same formula, charge and spin): 5.267 eV
structure (SMILES): Nc1n/c(=N/O)[nH][nH]1
multiplicity: 1
E_LUMO: 0.506 eV

natural (NBO) population analysis, charges in e, atoms 1 to 8:
1. N -0.86
2. C 0.53
3. N -0.47
4. C 0.43
5. N -0.17
6. O -0.69
7. N -0.42
8. N -0.42

Molar mass for every record listed, in sequence, given in u: 510.950, 218.858, 101.149, 203.309, 769.266, 1087.662, 552.910, 458.510, 115.096.